1.
Computed, not measured: a cluster of 2 separate species, C4H9FNO in total in a non-equilibrium geometry, with ωB97M-V with the def2-TZVPD basis set.

Its maximum force is 1.2 eV Å⁻¹. The total charge is +1. The value obtained for the orbital gap is 9.91 eV. As for the energy: -387.35555 Eh. As for the lowest unoccupied orbital energy: -4.08 eV.

CARTESIAN COORDINATES (ANGSTROEM)
C: -2.430 -0.352 0.233
C: 0.707 -1.857 0.072
C: 1.285 1.860 -0.127
C: 0.858 -0.502 -0.433
N: 1.193 0.495 0.295
O: -3.603 0.176 0.161
F: -1.615 0.467 -0.499
H: 1.298 -2.553 -0.522
H: -0.335 -2.160 -0.070
H: 0.968 -1.946 1.124
H: 1.011 1.957 -1.175
H: 0.612 2.474 0.473
H: 2.301 2.234 0.021
H: 0.662 -0.303 -1.484
H: 1.374 0.330 1.287
H: -4.285 -0.320 0.644

2.
Computed, not measured: a cluster of 2 separate species, C3H11N2 in total in a non-equilibrium geometry, with ωB97M-V with the def2-TZVPD basis set.

Its maximum force is 3.9 eV Å⁻¹. The total charge is +1. The value obtained for the orbital gap is 10.41 eV. As for the energy: -230.11684 Eh. As for the lowest unoccupied orbital energy: -3.22 eV.

CARTESIAN COORDINATES (ANGSTROEM)
C: 2.298 0.986 0.575
N: 0.853 0.458 0.536
H: 2.531 1.484 1.556
H: 2.390 1.525 -0.360
H: 2.816 0.108 0.415
H: 0.745 -0.109 1.400
H: 0.166 1.230 0.663
H: 0.438 0.045 -0.334
C: -1.849 -1.184 0.524
C: -1.834 -0.436 -0.604
N: -0.642 -0.367 -1.441
H: -0.965 -1.450 1.190
H: -2.802 -1.305 1.036
H: -2.734 0.047 -1.003
H: -0.467 -1.250 -1.844
H: -0.944 0.218 -2.308

3.
Computed, not measured: a cluster of 2 separate species, C2H9N2 in total in a non-equilibrium geometry, with ωB97M-V with the def2-TZVPD basis set.

Its maximum force is 2.3 eV Å⁻¹. The total charge is +1. The value obtained for the orbital gap is 9.24 eV. As for the energy: -190.79908 Eh. As for the lowest unoccupied orbital energy: -5.02 eV.

CARTESIAN COORDINATES (ANGSTROEM)
C: 0.424 0.867 -1.567
C: -0.320 -0.660 1.700
N: 0.809 -0.353 -1.790
N: -0.573 0.462 0.726
H: -0.272 -0.448 2.799
H: -0.282 1.341 -2.357
H: -1.047 -1.422 1.588
H: 0.588 -1.140 1.489
H: 0.501 -1.000 -2.523
H: 1.187 -0.862 -1.019
H: 0.972 1.400 -0.713
H: -0.381 1.405 1.092
H: -1.606 0.409 0.576

4.
Computed, not measured: a cluster of 2 separate species, C9H14N4 in total in a non-equilibrium geometry, with ωB97M-V with the def2-TZVPD basis set.

Its maximum force is 3.8 eV Å⁻¹. The value obtained for the orbital gap (spin up / spin down) is 7.33 / 7.33 eV. As for the energy: -570.20053 Eh. As for the lowest unoccupied orbital energy (spin up / spin down): -0.12 / -0.12 eV.

CARTESIAN COORDINATES (ANGSTROEM)
C: 2.612 1.727 0.192
C: 2.360 -0.349 0.140
C: 1.198 -2.379 -0.175
C: 0.168 -1.679 -0.698
C: 2.524 -1.845 0.287
C: -2.753 -0.186 -0.607
C: -1.513 0.529 1.500
C: -1.412 2.002 -0.534
C: -1.668 0.687 -0.001
N: 3.250 0.549 0.480
N: 1.412 1.564 -0.353
N: 1.215 0.230 -0.332
N: 0.106 -0.320 -0.891
H: 3.251 2.567 0.425
H: 1.073 -3.532 -0.226
H: -0.673 -2.305 -0.975
H: 3.424 -2.064 -0.369
H: 2.882 -2.159 1.216
H: -3.010 -1.171 -0.014
H: -3.652 0.307 -0.758
H: -2.345 -0.553 -1.496
H: -2.317 0.845 2.110
H: -0.675 1.135 1.771
H: -1.499 -0.576 1.651
H: -0.429 2.245 -0.555
H: -1.542 1.884 -1.601
H: -1.984 2.847 -0.184

5.
Computed, not measured: a cluster of 4 separate species, C17H41Cl2N2O14P4 in total in a non-equilibrium geometry, with ωB97M-V with the def2-TZVPD basis set.

Its maximum force is 1.1 eV Å⁻¹. The total charge is +1. The value obtained for the orbital gap is 8.66 eV. As for the energy: -4121.03331 Eh. As for the lowest unoccupied orbital energy: -3.65 eV.

CARTESIAN COORDINATES (ANGSTROEM)
C: 3.796 0.489 -0.816
O: 2.829 0.365 -1.848
C: 2.191 1.545 -2.203
C: 0.899 1.737 -1.464
N: 0.311 2.975 -1.403
C: -0.808 2.918 -0.682
P: -1.978 4.261 -0.268
O: -3.270 4.104 -0.943
N: -0.929 1.652 -0.278
Cl: -2.188 1.156 0.727
C: 0.108 0.857 -0.762
C: 0.334 -0.601 -0.521
C: -0.914 -1.502 -0.570
C: -0.899 -2.439 -1.778
Cl: -0.882 -2.520 0.916
H: 4.391 1.397 -0.898
H: 3.339 0.439 0.170
H: 4.475 -0.350 -0.880
H: 2.805 2.414 -1.950
H: 2.042 1.556 -3.282
H: 0.707 3.790 -1.846
H: -2.066 4.188 1.131
H: -1.283 5.439 -0.587
H: 0.996 -0.921 -1.310
H: 0.886 -0.702 0.408
H: -1.843 -0.955 -0.607
H: 0.105 -2.786 -1.992
H: -1.488 -3.311 -1.521
H: -1.376 -1.980 -2.638
C: -2.925 -3.462 3.595
O: -4.078 -2.749 4.071
P: -4.368 -2.755 5.644
O: -3.482 -3.623 6.409
O: -5.916 -3.075 5.725
C: -6.339 -4.393 5.352
O: -4.324 -1.237 6.064
C: -5.256 -0.311 5.491
H: -3.089 -4.535 3.670
H: -2.777 -3.186 2.553
H: -2.038 -3.192 4.166
H: -5.717 -5.147 5.833
H: -6.293 -4.506 4.268
H: -7.366 -4.510 5.683
H: -6.254 -0.489 5.886
H: -5.268 -0.395 4.404
H: -4.932 0.687 5.772
C: 1.635 3.148 -8.719
O: 0.503 3.727 -8.039
P: 0.334 3.494 -6.478
O: 1.284 2.551 -5.888
O: -1.194 3.104 -6.330
C: -1.611 1.842 -6.872
O: 0.379 4.935 -5.843
C: -0.608 5.912 -6.223
H: 1.519 2.068 -8.787
H: 1.658 3.574 -9.717
H: 2.562 3.384 -8.202
H: -0.929 1.048 -6.565
H: -1.648 1.899 -7.960
H: -2.605 1.635 -6.488
H: -1.577 5.651 -5.803
H: -0.680 5.984 -7.308
H: -0.284 6.868 -5.823
C: 2.905 -0.373 4.605
O: 3.785 -1.504 4.534
P: 4.498 -1.855 3.152
O: 4.040 -1.055 2.015
O: 4.287 -3.417 3.028
C: 2.954 -3.897 2.813
O: 6.035 -1.737 3.440
C: 6.650 -2.578 4.432
H: 1.981 -0.582 4.065
H: 2.678 -0.209 5.654
H: 3.378 0.516 4.193
H: 2.466 -3.336 2.014
H: 2.375 -3.816 3.733
H: 3.026 -4.941 2.525
H: 6.701 -3.604 4.072
H: 6.096 -2.538 5.369
H: 7.655 -2.200 4.592

6.
Computed, not measured: a structure of composition C26H36N3PdSi2, with ωB97M-V with the def2-TZVPD basis set.

Its maximum force is 0.4 eV Å⁻¹. The total charge is -1. The value obtained for the orbital gap is 6.74 eV. As for the energy: -1883.60705 Eh. As for the lowest unoccupied orbital energy: 2.98 eV.

CARTESIAN COORDINATES (ANGSTROEM)
Pd: -0.749 0.213 -0.099
C: -2.040 3.159 -0.779
N: -0.779 2.559 -0.367
C: 0.264 2.936 -1.338
C: -0.352 2.947 0.968
C: -0.879 4.031 1.641
C: -0.364 4.437 2.873
C: 0.726 3.755 3.388
C: 1.260 2.656 2.732
C: 0.705 2.175 1.527
N: 1.124 1.084 0.828
C: 2.202 0.328 1.290
C: 2.201 -0.321 2.524
C: 3.267 -1.098 2.956
C: 4.375 -1.256 2.143
C: 4.399 -0.627 0.902
C: 3.343 0.170 0.469
N: 3.399 0.861 -0.776
C: 4.715 1.083 -1.328
C: 2.484 0.355 -1.787
H: -1.972 4.254 -0.843
H: -2.828 2.892 -0.078
H: -2.299 2.777 -1.765
H: 0.344 4.030 -1.395
H: -0.003 2.542 -2.320
H: 1.215 2.511 -1.024
H: -1.702 4.585 1.211
H: -0.800 5.279 3.396
H: 1.170 4.071 4.326
H: 2.104 2.142 3.169
H: 1.327 -0.208 3.155
H: 3.221 -1.585 3.923
H: 5.211 -1.869 2.457
H: 5.263 -0.760 0.265
H: 5.177 0.174 -1.750
H: 5.380 1.488 -0.564
H: 4.632 1.811 -2.138
H: 2.823 -0.611 -2.192
H: 2.424 1.071 -2.612
H: 1.485 0.233 -1.368
C: -2.726 0.053 -3.038
Si: -2.628 -0.479 -1.216
C: -4.222 0.173 -0.415
C: -2.906 -2.355 -1.278
C: -3.955 -3.019 -1.920
C: -4.078 -4.397 -1.839
C: -3.148 -5.132 -1.107
C: -2.103 -4.483 -0.468
C: -1.965 -3.094 -0.551
Si: -0.580 -2.049 0.230
C: -0.534 -2.608 2.034
C: 1.025 -2.728 -0.512
H: -3.643 -0.339 -3.491
H: -1.878 -0.352 -3.595
H: -2.729 1.138 -3.170
H: -5.095 -0.204 -0.958
H: -4.287 1.262 -0.389
H: -4.286 -0.189 0.614
H: -4.692 -2.454 -2.486
H: -4.896 -4.904 -2.339
H: -3.244 -6.210 -1.039
H: -1.385 -5.069 0.099
H: -0.513 -3.703 2.063
H: -1.416 -2.275 2.587
H: 0.352 -2.240 2.547
H: 1.051 -3.818 -0.407
H: 1.895 -2.314 0.004
H: 1.110 -2.487 -1.574

7.
Computed, not measured: a structure of composition C17H25As2Co in a non-equilibrium geometry, with ωB97M-V with the def2-TZVPD basis set.

Its maximum force is 3.8 eV Å⁻¹. The total charge is +2. The value obtained for the orbital gap (spin up / spin down) is 7.52 / 5.35 eV. The expectation value of S² is 6.025. As for the energy: -6516.30035 Eh. As for the lowest unoccupied orbital energy (spin up / spin down): -6.14 / -10.52 eV. The spin multiplicity is 5.

CARTESIAN COORDINATES (ANGSTROEM)
C: 2.742 -0.579 -0.229
C: 2.495 -1.394 -1.380
H: 2.368 -0.867 0.760
H: 3.703 -0.044 -0.189
H: 3.227 -1.362 -2.198
H: 1.965 -2.347 -1.301
Co: 1.441 0.241 -1.453
C: 2.061 2.207 -1.485
C: 2.793 1.455 -2.457
C: 0.537 1.221 -2.942
C: 0.668 2.070 -1.782
H: 3.873 1.372 -2.500
H: 2.084 0.243 -4.229
H: -0.392 0.940 -3.422
C: 1.856 0.860 -3.363
H: -0.148 2.588 -1.294
H: 2.482 2.772 -0.658
C: -2.287 2.462 2.207
As: -0.922 1.670 1.058
C: 0.656 2.469 1.905
C: -0.966 -0.176 1.835
C: -1.345 -0.326 3.170
C: -1.735 -1.590 3.632
C: -1.714 -2.693 2.777
C: -1.275 -2.560 1.451
C: -0.897 -1.302 0.978
As: -0.441 -1.041 -0.939
C: -0.427 -2.882 -1.604
C: -2.158 -0.395 -1.616
H: -2.583 3.371 1.674
H: -1.893 2.698 3.198
H: -3.132 1.771 2.271
H: 0.411 2.743 2.935
H: 1.477 1.746 1.846
H: 0.894 3.369 1.324
H: -1.381 0.530 3.849
H: -2.079 -1.699 4.662
H: -2.055 -3.663 3.137
H: -1.262 -3.433 0.800
H: -1.457 -3.260 -1.602
H: -0.021 -2.814 -2.622
H: 0.224 -3.488 -0.966
H: -2.891 -1.186 -1.446
H: -2.458 0.524 -1.107
H: -2.037 -0.220 -2.686

8.
Computed, not measured: an isolated molecule of C3H7N3 in a non-equilibrium geometry, with ωB97M-V with the def2-TZVPD basis set.

Its maximum force is 4.1 eV Å⁻¹. The value obtained for the orbital gap is 8.78 eV. As for the energy: -282.65801 Eh. The structure (SMILES) is NN1CC=CN1. As for the lowest unoccupied orbital energy: 1.14 eV.

CARTESIAN COORDINATES (ANGSTROEM)
C: 1.239 0.691 -0.553
C: 0.278 1.536 -0.197
C: 0.857 -0.718 -0.159
N: -0.718 0.797 0.476
N: -0.216 -0.509 0.738
N: -1.293 -1.524 0.409
H: 2.047 0.995 -1.102
H: 0.325 2.591 -0.202
H: 0.477 -1.253 -1.011
H: 1.764 -1.319 0.145
H: -1.189 1.189 1.187
H: -2.123 -1.072 0.815
H: -1.449 -1.404 -0.545